Entry 1:
Computed, not measured: C3H4N2O as an isolated structure, with ωB97M-V/def2-TZVPD.

The value obtained for the calculated total energy is -301.34050 hartree. The calculation puts the orbital gap at 0.3603 hartree. The calculation puts the energy above the lowest of the compared OMol25 structures with the same formula, charge and spin at 92.1 kcal per mole.

Geometry as XYZ:
```
10
Properties=species:S:1:pos:R:3:forces:R:3
O -0.750 1.260 1.276 -0.1 0.1 0.1
C -0.470 0.450 0.235 -0.2 -0.2 0.4
N 0.574 0.953 -0.723 0.3 -0.4 0.2
C 1.103 -0.216 -0.622 0.3 0.1 -0.3
C 0.063 -0.975 0.142 0.2 0.0 0.5
N -1.306 -0.544 -0.252 -0.1 0.1 -0.3
H -0.042 1.922 1.285 -0.2 -0.1 0.1
H 2.123 -0.484 -0.884 -0.1 -0.1 -0.4
H 0.184 -1.813 0.815 -0.1 0.3 0.0
H -1.481 -0.510 -1.253 0.1 0.0 -0.1
```
Forces are in eV/Å.

---

Entry 2:
Computed, not measured: C30H35LuO2 as an isolated structure in a non-equilibrium geometry, with ωB97M-V/def2-TZVPD.

The value obtained for the calculated total energy is -2550.09906 hartree. The calculation puts the orbital gap (spin up / spin down) at 0.2890 / 0.1667 hartree.

Geometry as XYZ:
```
68
Properties=species:S:1:pos:R:3:forces:R:3
C 0.754 1.253 -1.775 0.2 0.0 -0.3
C 0.717 -0.115 -2.181 -0.4 0.7 -0.7
C -0.547 -0.333 -2.819 -0.2 1.0 -0.2
H 1.535 -0.829 -2.153 -0.2 0.2 0.2
C -1.277 0.900 -2.764 0.4 -0.1 -0.7
C -0.490 1.875 -2.090 0.3 -0.8 -0.9
H -0.812 2.894 -1.916 0.3 -0.1 0.1
H 1.628 1.759 -1.378 -0.3 -0.3 0.2
H -0.929 -1.242 -3.274 0.2 0.1 0.1
H -2.277 1.080 -3.144 0.2 -0.2 0.1
C -1.498 -0.554 1.945 0.0 1.2 -0.2
C -0.196 0.026 1.977 -0.1 0.5 -0.2
C -0.291 1.411 1.601 -0.2 -0.7 0.5
H 0.704 -0.493 2.306 -0.2 0.3 -0.3
C -1.674 1.705 1.335 0.2 -1.1 0.9
C -2.398 0.481 1.556 -0.1 0.4 1.3
H -3.471 0.333 1.470 0.4 0.2 -0.1
H -1.765 -1.582 2.181 0.1 0.3 -0.1
H 0.549 2.107 1.659 -0.4 -0.3 -0.3
H -2.117 2.671 1.106 0.2 -0.3 0.0
Lu -1.129 0.144 -0.480 0.2 -0.5 1.0
O -3.061 -0.345 -0.817 -0.7 -1.7 -0.4
C -3.697 -1.310 -1.656 -0.4 0.8 0.5
C -4.778 -0.583 -2.379 2.6 0.1 -1.3
H -2.932 -1.769 -2.306 -0.5 0.0 -0.2
H -4.246 -2.117 -1.112 0.9 0.3 0.2
H -4.486 -0.021 -3.262 0.0 -0.2 -0.1
H -6.602 0.307 -3.879 -0.6 0.0 0.1
C -7.033 -0.050 -2.943 0.5 -0.2 0.6
C -6.064 -0.480 -1.982 -2.0 -0.3 0.9
C -6.511 -0.945 -0.693 0.0 0.4 -1.7
H -5.749 -1.185 0.039 -0.4 -0.1 0.1
C -7.870 -1.088 -0.520 0.9 -0.2 1.2
H -8.169 -1.491 0.429 -0.5 -0.1 0.3
C -8.799 -0.729 -1.473 -0.8 -0.2 -0.1
H -9.863 -0.879 -1.275 0.4 0.1 -0.1
C -8.377 -0.207 -2.686 0.4 0.4 -0.6
H -9.084 0.073 -3.449 -0.3 0.0 -0.1
C 4.843 2.551 -0.721 0.2 -0.5 -0.4
C 4.483 2.660 0.756 0.2 -0.2 0.0
C 3.196 3.437 0.948 -0.6 0.3 0.2
C 4.536 1.302 1.448 -0.1 -0.1 -0.6
C 5.505 1.079 2.375 0.9 0.3 0.1
C 5.701 -0.151 3.044 0.0 0.2 -0.7
C 4.919 -1.232 2.644 -0.3 -0.5 -0.5
C 3.961 -1.122 1.631 -0.5 -0.3 0.7
C 3.133 -2.348 1.209 -0.1 0.7 0.2
C 4.044 -3.214 0.373 0.6 -0.1 -0.8
C 2.568 -3.112 2.406 -0.3 0.1 0.5
C 3.703 0.175 1.018 -0.7 0.5 0.2
O 2.767 0.345 0.198 0.7 -0.4 0.4
H 4.171 1.829 -1.227 0.4 0.4 0.2
H 5.890 2.207 -0.816 -0.5 0.1 -0.2
H 4.744 3.527 -1.217 0.1 -0.2 0.1
H 5.266 3.250 1.245 0.0 0.0 -0.1
H 2.300 2.926 0.584 0.3 -0.2 0.0
H 3.056 3.633 2.018 -0.1 0.2 -0.2
H 3.248 4.389 0.394 0.1 -0.2 0.4
H 6.241 1.881 2.448 -0.2 -0.2 0.7
H 6.517 -0.253 3.764 -0.4 -0.1 -0.2
H 5.100 -2.222 3.064 -0.1 0.3 0.1
H 2.271 -2.061 0.579 0.5 0.4 0.3
H 4.898 -3.580 0.945 -0.2 -0.3 0.2
H 3.488 -4.041 -0.073 0.2 -0.1 0.1
H 4.507 -2.625 -0.435 -0.4 -0.2 0.1
H 1.977 -2.465 3.074 0.1 -0.1 -0.3
H 1.907 -3.934 2.090 0.4 0.2 0.0
H 3.364 -3.505 3.038 0.0 -0.3 -0.1
```
Forces are in eV/Å.

---

Entry 3:
Computed, not measured: one molecule with the formula C7H7N in a non-equilibrium geometry, with ωB97M-V/def2-TZVPD.

The SMILES is C=C=Cc1ccc[nH]1. The value obtained for the calculated total energy is -325.59788 hartree. The calculation puts the orbital gap at 0.3186 hartree. The calculation puts the energy above the lowest of the compared OMol25 structures with the same formula, charge and spin at 38.2 kcal per mole.

Geometry as XYZ:
```
15
Properties=species:S:1:pos:R:3:forces:R:3
C -3.034 -0.493 -0.026 1.8 1.7 -0.2
C -2.019 0.322 0.035 -2.0 -2.0 -0.7
C -0.961 1.022 0.049 2.7 0.4 -0.5
C 0.406 0.465 -0.060 0.3 -0.7 0.5
C 0.697 -0.886 -0.029 1.4 2.4 -0.1
C 2.089 -1.019 0.013 0.8 0.3 0.3
C 2.613 0.236 0.042 0.7 0.3 -0.6
N 1.644 1.147 -0.016 -4.3 -1.6 0.4
H -3.418 -0.784 0.865 -1.3 -1.1 2.7
H -3.540 -0.805 -0.873 -0.6 -0.4 -1.8
H -1.121 2.052 0.041 0.1 1.9 0.1
H -0.005 -1.615 0.014 -1.9 -2.1 0.1
H 2.737 -1.855 0.073 0.0 -0.9 0.0
H 3.580 0.643 -0.011 1.4 -0.2 0.1
H 1.621 2.074 -0.294 0.8 2.0 -0.3
```
Forces are in eV/Å.

---

Entry 4:
Computed, not measured: C27H29BrFeN3O4Te as an isolated structure in a non-equilibrium geometry, with ωB97M-V/def2-TZVPD.

The charge is -2. The value obtained for the calculated total energy is -5617.36879 hartree. The calculation puts the orbital gap (spin up / spin down) at 0.2193 / 0.2206 hartree. As for the expectation value of S²: 8.761. The calculation puts the energy above the lowest of the compared OMol25 structures with the same formula, charge and spin at 25.8 kcal per mole. The spin multiplicity is 6.

Geometry as XYZ:
```
66
Properties=species:S:1:pos:R:3:forces:R:3
Fe -3.053 -1.742 -0.290 0.4 2.3 0.0
N -2.963 -2.744 -2.321 -0.4 0.0 0.0
C -4.373 -3.218 -2.389 0.0 0.1 -0.1
C -5.286 -1.995 -2.173 0.2 0.0 -0.4
O -6.193 -1.751 -2.992 0.2 -0.1 0.3
N -4.857 -1.277 -1.148 -0.3 -0.1 0.5
C -5.098 0.153 -1.124 0.1 -0.3 0.1
C -3.810 0.825 -1.606 0.6 0.3 -0.2
O -3.838 2.020 -1.930 0.1 -0.5 0.1
O -2.775 0.048 -1.624 -0.5 0.4 0.0
H -2.806 -1.976 -2.969 0.0 0.0 0.1
H -2.295 -3.485 -2.494 -0.1 0.0 0.1
H -4.512 -3.952 -1.595 0.0 0.0 0.0
H -4.629 -3.672 -3.343 0.0 0.0 -0.2
H -5.283 0.497 -0.103 0.0 0.0 0.0
H -5.918 0.467 -1.762 -0.2 -0.1 -0.1
Br -2.704 -3.957 0.530 0.2 -0.8 0.5
C 6.301 1.490 -2.997 0.0 0.0 0.0
C 4.918 1.176 -2.476 0.0 0.0 0.0
C 4.052 2.182 -2.071 0.0 -0.1 0.0
C 2.770 1.895 -1.596 -0.2 0.0 0.0
C 1.873 3.059 -1.210 0.1 -0.1 0.0
C 2.313 0.567 -1.491 0.0 -0.2 -0.1
Te 0.201 0.152 -0.655 1.0 0.2 -0.1
N -1.594 -0.441 0.690 -1.2 -0.8 0.0
C -2.531 -0.091 1.510 1.2 -0.1 -0.2
O -3.625 -0.772 1.565 -0.7 -0.2 -0.3
C -2.373 1.058 2.472 -0.1 -0.1 0.0
C -3.009 0.988 3.709 0.0 0.1 0.1
C -2.859 2.012 4.638 0.0 0.0 -0.1
C -2.085 3.126 4.328 0.0 -0.1 0.0
C -1.468 3.210 3.085 0.0 -0.1 0.0
C -1.609 2.179 2.161 0.0 0.0 0.1
C 1.222 -0.969 0.863 -0.2 0.0 0.2
C 0.936 -2.336 0.933 0.1 0.2 0.1
C 1.415 -3.130 1.967 0.0 0.1 0.0
C 2.203 -2.558 2.958 0.0 0.0 -0.1
C 2.501 -1.203 2.897 0.0 0.0 -0.1
C 2.019 -0.390 1.865 0.0 0.0 -0.1
C 2.357 1.081 1.872 -0.1 -0.1 0.0
C 3.191 -0.452 -1.928 0.0 0.1 0.0
C 2.807 -1.918 -1.907 0.0 0.2 0.1
C 4.465 -0.136 -2.405 0.0 0.0 0.0
H 6.494 2.565 -2.971 0.0 0.0 0.0
H 6.421 1.153 -4.032 0.0 0.0 0.0
H 7.073 0.993 -2.402 0.0 0.0 0.0
H 4.380 3.218 -2.131 0.0 0.0 0.0
H 2.394 4.014 -1.326 0.0 -0.1 0.0
H 1.534 2.968 -0.175 0.0 0.0 -0.1
H 0.972 3.080 -1.829 0.0 0.0 0.1
H -3.619 0.119 3.920 0.0 0.0 0.0
H -3.351 1.947 5.601 0.0 0.0 0.0
H -1.969 3.928 5.048 0.0 0.0 0.0
H -0.875 4.082 2.831 0.0 0.0 0.0
H -1.141 2.239 1.186 0.0 0.0 0.0
H 0.301 -2.783 0.178 0.0 0.0 0.0
H 1.149 -4.182 2.005 0.0 0.1 0.0
H 2.575 -3.160 3.783 0.0 0.0 -0.1
H 3.109 -0.753 3.677 0.0 0.0 0.0
H 2.953 1.339 2.752 0.0 0.0 0.0
H 1.442 1.680 1.886 0.0 0.0 0.0
H 2.916 1.355 0.975 0.0 0.0 0.0
H 1.752 -2.047 -2.144 -0.1 0.0 0.0
H 2.963 -2.349 -0.916 0.0 0.0 0.0
H 3.406 -2.487 -2.623 0.0 0.0 0.0
H 5.122 -0.938 -2.738 0.0 0.0 0.0
```
Forces are in eV/Å.

---

Entry 5:
Computed, not measured: an isolated ion of composition C6H11ClN3 and charge +1 in a non-equilibrium geometry, with ωB97M-V/def2-TZVPD.

The charge is +1. The value obtained for the calculated total energy is -859.25439 hartree. The calculation puts the orbital gap (spin up / spin down) at 0.2249 / 0.2250 hartree. The calculation puts the energy above the lowest of the compared OMol25 structures with the same formula, charge and spin at 106.7 kcal per mole.

Geometry as XYZ:
```
21
Properties=species:S:1:pos:R:3:forces:R:3
C -0.138 0.844 -2.666 1.0 -1.2 1.2
C 1.078 -1.343 0.957 -1.2 -2.4 0.8
C 1.848 -0.330 -0.093 0.7 -1.6 -0.5
C -0.367 -1.250 0.777 1.2 1.5 -0.5
C -0.454 0.993 1.985 0.0 1.3 -0.5
C -1.181 -0.207 1.437 -1.1 -0.7 0.7
N 0.433 0.199 -1.827 -1.8 2.7 -1.6
N 1.344 -0.546 -1.400 2.1 -0.8 0.0
N -1.120 1.129 -3.485 -0.7 -0.1 0.3
Cl -0.995 -1.940 -0.585 -0.3 -0.8 0.4
H 1.362 -2.441 0.738 0.0 1.9 0.2
H 1.292 -1.055 1.996 0.4 -0.1 -0.4
H 1.803 0.680 0.343 0.1 -0.3 -0.4
H 2.903 -0.820 -0.126 -1.7 1.3 0.4
H -1.166 1.472 2.716 1.1 0.0 -0.9
H -0.189 1.632 1.091 -0.6 -0.1 1.2
H 0.503 0.797 2.453 -0.1 -0.2 0.5
H -1.925 0.152 0.726 -0.1 -0.2 -0.1
H -1.805 -0.640 2.262 0.5 -0.2 -0.6
H -1.238 2.072 -3.797 0.3 0.4 -0.2
H -1.989 0.603 -3.501 0.3 -0.2 0.1
```
Forces are in eV/Å.